[1]
Density functional theory data (ωB97M-V with the def2-TZVPD basis set) for a molecular structure, C37H34ClN3O5PSSe2Sn.

Last column: Mulliken charge in e.
Cartesian coordinates (Å):
Sn  0.18184  0.53223  0.98960  1.724
Cl  -2.34275  6.03706  5.18489  -0.286
C  -1.34294  4.77077  4.49911  0.125
C  -0.89573  3.72291  5.32033  -0.665
C  -0.09980  2.73880  4.79611  -0.469
C  0.24406  2.69474  3.41049  -0.054
O  1.00394  1.77661  2.93176  -0.879
C  -0.26165  3.75370  2.60085  0.608
C  -0.02662  3.78340  1.18285  -0.266
N  0.32474  2.76886  0.47723  0.300
C  0.54765  2.90510  -0.90298  -0.316
C  -0.08778  3.79972  -1.72968  -0.012
C  0.21437  3.86589  -3.10448  -1.206
C  1.15219  3.04135  -3.65729  0.201
C  1.82806  2.10299  -2.84461  0.216
C  2.81930  1.22149  -3.33854  -0.550
C  3.47188  0.39186  -2.47973  -0.881
C  3.11872  0.41702  -1.11178  -0.512
N  2.16551  1.17107  -0.63134  -0.379
C  1.52421  2.02742  -1.46782  0.169
C  -1.01295  4.79615  3.17178  -0.836
H  -1.19128  3.69984  6.36257  0.401
H  0.24366  1.91560  5.40939  0.385
H  -0.13014  4.76712  0.71259  0.523
H  -0.85409  4.45333  -1.33228  0.511
H  -0.30623  4.58771  -3.72209  0.392
H  1.39613  3.09569  -4.71372  0.408
H  3.05028  1.22959  -4.39805  0.793
H  4.24095  -0.28846  -2.82046  0.392
H  3.63545  -0.21129  -0.39465  0.393
H  -1.37556  5.59977  2.53992  0.389
O  3.31780  0.13041  2.87640  -0.567
C  3.09890  -1.26015  2.63104  -0.016
C  2.56492  -1.99728  3.85492  -0.952
C  1.12010  -1.60132  4.21002  0.194
C  0.08968  -2.38744  3.44317  0.289
C  -0.64546  -3.39338  4.06258  -0.866
C  -1.60907  -4.07963  3.34056  -0.502
C  -1.80712  -3.75361  2.01075  -0.919
C  -1.02169  -2.75272  1.46523  -0.420
N  -0.09328  -2.09136  2.15167  0.732
H  2.47444  0.59699  2.99667  0.562
H  4.07699  -1.66848  2.36710  0.486
H  2.42607  -1.42144  1.78187  -0.187
H  3.22600  -1.76642  4.69508  0.394
H  2.61045  -3.07623  3.66872  0.352
H  0.96427  -0.53949  3.99883  -0.763
H  0.94538  -1.75402  5.27572  0.617
H  -0.47842  -3.61678  5.10972  0.434
H  -2.20796  -4.84509  3.81975  0.389
H  -2.55978  -4.24729  1.40886  0.488
H  -1.14036  -2.46878  0.42593  0.487
Se  -1.05744  0.44433  -1.67331  -0.567
P  -0.03656  -1.32140  -2.43722  0.769
Se  1.46994  -2.27913  -1.26296  -0.276
C  -1.36553  -2.52085  -2.83709  0.605
C  -2.39888  -2.13574  -3.68998  -0.619
C  -3.47257  -2.98312  -3.90958  -0.611
C  -3.53258  -4.21419  -3.26663  -0.416
C  -2.50548  -4.60138  -2.41821  -0.706
C  -1.42046  -3.75696  -2.20562  -0.295
C  0.71063  -0.91691  -4.06448  0.502
C  1.44223  -1.90070  -4.73006  -0.806
C  2.16078  -1.58238  -5.87111  -0.728
C  2.15725  -0.27803  -6.35808  -0.350
C  1.42134  0.69868  -5.70610  -0.776
C  0.70034  0.38200  -4.55852  -0.645
H  -2.36753  -1.15872  -4.15987  0.323
H  -4.27495  -2.68017  -4.57231  0.376
H  -4.38564  -4.86493  -3.42087  0.364
H  -2.54841  -5.55911  -1.91233  0.400
H  -0.61375  -4.04720  -1.54292  0.393
H  1.46760  -2.90762  -4.33003  0.430
H  2.74109  -2.34861  -6.37279  0.403
H  2.73342  -0.02891  -7.24222  0.386
H  1.41650  1.71816  -6.07747  0.419
H  0.13503  1.14299  -4.03275  0.717
C  -3.82932  1.50969  3.19773  -1.102
S  -2.52230  0.63173  2.36986  0.926
O  -1.58545  0.20058  3.39374  -0.501
O  -3.12132  -0.46313  1.63485  -0.602
O  -1.89372  1.64150  1.46451  -0.761
H  -4.09505  0.93266  4.08242  0.345
H  -4.66813  1.57784  2.50653  0.350
H  -3.44835  2.49451  3.46836  0.204

Orbital gap in eV: 6.497
Charge: -1
Relative energy (zero: lowest compared OMol25 entry of this formula, charge and spin) in eV: 1.032
Energy in eV: -222804.3618
E_LUMO in eV: 2.0
HOMO in eV: -4.466



[2]
Density functional theory data (ωB97M-V with the def2-TZVPD basis set) for a single C10H10N2 molecule.

Last column: natural (NBO) charge in e.
Cartesian coordinates (Å):
C  -1.50135  1.91355  0.69850  -0.387
C  -3.03508  0.09723  0.05228  -0.104
C  -2.83056  -1.17051  -0.38467  -0.108
C  -0.91846  -0.36903  -0.10959  0.351
C  0.56503  -0.19319  -0.03673  -0.088
C  1.35192  -1.18454  0.53812  -0.162
C  2.79288  -1.02767  0.60922  -0.210
C  3.35051  0.07493  0.03652  -0.201
C  2.59764  1.03283  -0.69970  -0.217
C  1.25210  0.85377  -0.68774  -0.184
H  -0.38374  2.17373  0.91915  0.230
H  -2.15235  2.17867  1.62012  0.206
H  -1.67790  2.48338  -0.04090  0.188
H  -4.00192  0.83782  0.18476  0.227
H  -3.49428  -2.05397  -0.54951  0.220
H  0.82663  -1.95954  1.10702  0.225
H  3.38694  -1.79420  1.16115  0.220
H  4.43345  0.24396  0.05591  0.206
H  3.20876  1.66479  -1.11962  0.209
H  0.65094  1.51357  -1.24387  0.199
N  -1.74998  0.66617  0.16887  -0.367
N  -1.47063  -1.44509  -0.48194  -0.453

Orbital gap in eV: 9.421
SMILES: Cn1ccnc1-c1ccccc1
Charge: 0
Relative energy (zero: lowest compared OMol25 entry of this formula, charge and spin) in eV: 2.711
Energy in eV: -13510.3839
E_LUMO in eV: 0.8
HOMO in eV: -8.583